(1)
{"formula": "C34H60Cl4CuN8O8Pd", "method": "ωB97M-V/def2-TZVPD", "multiplicity": 4, "homo_energy_ev": [-16.95, -16.95], "max_force_ha_per_bohr": 0.031, "total_energy_ev": -162699.90119, "charge": 4, "s2": 3.792, "elements": ["C", "C", "N", "C", "C", "N", "C", "C", "H", "H", "H", "H", "H", "H", "H", "H", "H", "H", "H", "C", "C", "N", "C", "C", "N", "C", "C", "H", "H", "H", "H", "H", "H", "H", "H", "H", "H", "H", "Cu", "Pd", "C", "C", "C", "O", "C", "C", "C", "O", "O", "O", "H", "H", "Cl", "C", "C", "Cl", "H", "H", "H", "H", "Cl", "C", "C", "Cl", "H", "H", "H", "H", "C", "O", "N", "C", "C", "H", "H", "H", "H", "H", "H", "H", "C", "O", "N", "C", "C", "H", "H", "H", "H", "H", "H", "H", "C", "O", "N", "C", "C", "H", "H", "H", "H", "H", "H", "H", "C", "O", "N", "C", "C", "H", "H", "H", "H", "H", "H", "H"], "coordinates": [[5.332, 33.260, -1.773], [4.652, 31.963, -1.342], [3.956, 31.300, -2.443], [2.604, 31.116, -2.594], [2.416, 30.302, -3.659], [3.676, 30.073, -4.192], [4.579, 30.646, -3.413], [3.915, 29.446, -5.492], [6.296, 33.098, -2.256], [5.572, 33.792, -0.850], [4.718, 33.908, -2.393], [4.010, 32.160, -0.485], [5.427, 31.299, -0.954], [1.934, 31.562, -1.880], [1.583, 29.860, -4.174], [5.640, 30.472, -3.504], [3.693, 28.381, -5.390], [4.944, 29.497, -5.832], [3.243, 29.879, -6.227], [4.633, 25.937, -0.214], [4.203, 27.320, -0.677], [3.100, 27.272, -1.648], [1.816, 27.714, -1.413], [1.077, 27.452, -2.509], [1.944, 26.912, -3.443], [3.147, 26.842, -2.902], [1.574, 26.348, -4.748], [5.665, 25.932, 0.127], [4.501, 25.198, -1.008], [4.020, 25.525, 0.592], [5.061, 27.878, -1.062], [3.880, 27.946, 0.159], [1.513, 28.028, -0.429], [0.026, 27.512, -2.732], [4.069, 26.582, -3.401], [1.155, 25.351, -4.612], [2.490, 26.136, -5.300], [0.896, 27.006, -5.279], [-1.821, 32.517, 0.208], [-1.738, 34.834, 3.117], [1.618, 30.696, 1.994], [2.607, 30.436, 2.990], [2.645, 31.272, 4.257], [3.299, 30.917, 5.210], [1.766, 32.404, 4.327], [0.789, 32.667, 3.303], [0.707, 31.732, 2.091], [-0.109, 32.028, 1.172], [0.048, 33.635, 3.402], [3.425, 29.533, 2.878], [1.643, 30.097, 1.094], [1.708, 32.960, 5.257], [7.200, 30.648, 6.904], [6.611, 30.144, 5.302], [5.734, 28.921, 5.492], [6.544, 27.514, 6.214], [7.479, 29.920, 4.685], [5.995, 30.926, 4.862], [5.264, 28.608, 4.560], [4.927, 29.213, 6.164], [7.517, 34.025, 5.137], [5.761, 34.139, 5.450], [5.027, 34.629, 4.225], [5.195, 36.373, 3.943], [5.639, 34.788, 6.310], [5.422, 33.124, 5.662], [3.952, 34.444, 4.337], [5.312, 34.059, 3.342], [1.047, 25.117, 4.554], [0.201, 25.943, 4.362], [2.381, 25.502, 4.832], [3.394, 24.525, 5.109], [2.795, 26.865, 4.692], [0.886, 24.034, 4.574], [3.940, 24.769, 6.023], [4.091, 24.495, 4.259], [3.000, 23.511, 5.170], [1.965, 27.507, 4.423], [3.188, 27.229, 5.653], [3.620, 26.959, 3.979], [6.812, 29.847, 0.911], [7.355, 28.933, 0.326], [7.400, 30.934, 1.459], [8.825, 31.180, 1.369], [6.517, 31.947, 1.956], [5.722, 29.807, 1.109], [9.337, 30.283, 1.035], [9.210, 31.522, 2.327], [9.024, 31.947, 0.614], [6.380, 32.793, 1.267], [5.550, 31.533, 2.250], [6.894, 32.450, 2.854], [-0.754, 31.130, 6.299], [-0.600, 31.764, 7.315], [-0.251, 29.887, 6.083], [-0.437, 29.148, 4.860], [0.727, 29.327, 6.987], [-1.399, 31.554, 5.505], [0.520, 29.125, 4.320], [-1.226, 29.556, 4.226], [-0.732, 28.116, 5.045], [1.656, 29.085, 6.461], [0.996, 30.077, 7.730], [0.339, 28.478, 7.552], [-0.045, 37.682, 3.651], [-0.573, 36.681, 3.134], [0.981, 37.646, 4.479], [1.635, 38.852, 4.963], [1.547, 36.402, 4.921], [-0.377, 38.707, 3.466], [1.227, 39.774, 4.556], [2.692, 38.837, 4.686], [1.596, 38.896, 6.052], [1.790, 36.426, 5.986], [0.867, 35.567, 4.774], [2.500, 36.148, 4.445]]}

(2)
{"formula": "C34H61CsN5O6SSi3", "method": "ωB97M-V/def2-TZVPD", "homo_energy_ev": -4.37, "max_force_ha_per_bohr": 0.081, "total_energy_ev": -91002.69075, "charge": -1, "elements": ["Cs", "C", "N", "C", "C", "C", "N", "C", "C", "H", "H", "H", "H", "H", "H", "H", "H", "H", "H", "H", "H", "H", "H", "H", "H", "O", "C", "C", "C", "C", "C", "C", "C", "O", "N", "O", "O", "H", "H", "H", "H", "C", "O", "Si", "C", "C", "C", "Si", "C", "C", "C", "Si", "C", "C", "C", "H", "H", "H", "H", "H", "H", "H", "H", "H", "H", "H", "H", "H", "H", "H", "H", "H", "H", "H", "H", "H", "H", "H", "H", "H", "H", "H", "C", "C", "C", "O", "C", "H", "H", "H", "H", "H", "H", "H", "H", "N", "C", "N", "C", "C", "C", "C", "C", "C", "S", "H", "H", "H", "H", "H", "H"], "coordinates": [[-0.754, -0.133, 0.087], [-3.112, 2.063, 3.206], [-1.876, 2.619, 2.699], [-2.126, 3.528, 1.594], [-1.134, 3.243, 3.776], [0.204, 3.839, 3.364], [1.043, 2.957, 2.581], [1.294, 1.688, 3.236], [2.279, 3.632, 2.243], [-3.754, 2.830, 3.677], [-2.897, 1.292, 3.949], [-3.671, 1.608, 2.391], [-2.666, 4.437, 1.917], [-2.720, 3.018, 0.838], [-1.184, 3.819, 1.129], [-0.979, 2.486, 4.550], [-1.717, 4.059, 4.247], [0.716, 4.160, 4.293], [0.038, 4.744, 2.773], [1.731, 1.815, 4.244], [1.992, 1.102, 2.639], [0.374, 1.113, 3.324], [2.848, 3.937, 3.141], [2.063, 4.529, 1.658], [2.907, 2.975, 1.646], [-2.727, -0.894, 1.490], [-3.933, -0.840, 1.323], [-4.672, 0.048, 0.442], [-6.059, -0.016, 0.534], [-6.862, 0.794, -0.234], [-6.287, 1.703, -1.148], [-4.936, 1.780, -1.272], [-4.034, 0.965, -0.488], [-2.792, 1.061, -0.618], [-8.295, 0.710, -0.108], [-8.767, -0.126, 0.650], [-8.979, 1.408, -0.844], [-4.589, -1.530, 1.895], [-6.523, -0.712, 1.223], [-6.943, 2.323, -1.742], [-4.477, 2.463, -1.976], [-2.807, -2.194, -1.834], [-1.453, -1.968, -1.519], [-0.225, -1.961, -2.682], [-0.563, -0.446, -3.763], [-0.620, -3.437, -3.799], [1.330, -1.974, -1.756], [2.750, -1.606, -2.830], [4.426, -1.627, -1.920], [3.047, -2.785, -4.293], [2.656, 0.090, -3.688], [1.508, -3.401, -0.629], [2.853, -3.177, 0.694], [-0.028, -3.806, 0.416], [1.959, -5.046, -1.461], [-2.955, -3.170, -2.309], [-3.207, -1.424, -2.503], [-3.392, -2.174, -0.914], [-1.618, -0.414, -4.052], [0.029, -0.487, -4.681], [-0.326, 0.494, -3.256], [-1.484, -3.251, -4.443], [-0.832, -4.328, -3.199], [0.235, -3.672, -4.437], [4.828, -2.643, -1.864], [4.341, -1.261, -0.896], [5.161, -1.013, -2.450], [3.090, -3.826, -3.965], [3.980, -2.551, -4.817], [2.233, -2.702, -5.019], [1.937, 0.750, -3.204], [2.346, -0.016, -4.731], [3.628, 0.591, -3.690], [2.690, -2.256, 1.264], [3.855, -3.146, 0.267], [2.819, -4.016, 1.397], [-0.350, -2.953, 1.021], [0.170, -4.641, 1.096], [-0.871, -4.087, -0.218], [2.915, -4.960, -1.985], [1.205, -5.322, -2.204], [2.045, -5.864, -0.739], [2.107, -3.421, 4.777], [3.476, -2.891, 4.350], [3.159, -1.429, 4.071], [1.830, -1.407, 3.563], [1.167, -2.639, 3.863], [1.918, -3.175, 5.824], [2.003, -4.498, 4.652], [3.805, -3.382, 3.434], [4.246, -3.014, 5.112], [3.819, -0.979, 3.328], [3.213, -0.831, 4.990], [0.984, -3.172, 2.927], [0.205, -2.416, 4.329], [3.268, 1.029, -0.247], [2.633, 2.029, -0.934], [1.358, 2.156, -0.992], [1.003, 3.189, -1.842], [-0.306, 3.542, -2.159], [-0.516, 4.597, -3.029], [0.555, 5.305, -3.578], [1.862, 4.966, -3.266], [2.072, 3.905, -2.397], [3.572, 3.233, -1.818], [2.665, 0.224, -0.111], [4.171, 0.766, -0.613], [-1.130, 2.981, -1.730], [-1.529, 4.878, -3.289], [0.365, 6.125, -4.258], [2.694, 5.510, -3.694]]}

(3)
{"formula": "C34H61N8O14P2SY", "method": "ωB97M-V/def2-TZVPD", "homo_energy_ev": -7.61, "max_force_ha_per_bohr": 0.025, "total_energy_ev": -107296.91695, "elements": ["Y", "C", "C", "N", "C", "S", "N", "N", "C", "C", "C", "C", "C", "C", "C", "N", "H", "H", "H", "H", "H", "H", "H", "H", "H", "H", "H", "H", "H", "N", "C", "C", "N", "H", "H", "H", "H", "H", "H", "H", "H", "O", "C", "O", "C", "C", "C", "C", "C", "C", "N", "O", "O", "N", "O", "O", "H", "H", "H", "C", "O", "H", "H", "H", "H", "C", "C", "C", "C", "O", "P", "O", "O", "O", "C", "C", "C", "C", "H", "H", "H", "H", "H", "H", "H", "H", "H", "H", "H", "H", "H", "H", "H", "H", "H", "H", "C", "C", "O", "P", "O", "C", "C", "O", "C", "C", "H", "H", "H", "H", "H", "H", "H", "H", "H", "H", "H", "H", "H", "H", "H"], "coordinates": [[-0.752, 0.053, -0.223], [0.975, 3.649, 5.070], [-0.447, 3.225, 4.717], [-0.733, 3.303, 3.295], [-0.736, 2.231, 2.464], [-1.571, 2.441, 0.960], [-0.102, 1.167, 2.885], [-0.290, 0.018, 2.177], [0.213, -1.054, 2.689], [1.121, -1.038, 3.883], [-0.251, -2.333, 2.138], [0.009, -3.527, 2.805], [-0.583, -4.695, 2.365], [-1.435, -4.641, 1.276], [-1.600, -3.419, 0.645], [-1.019, -2.298, 1.037], [1.120, 3.632, 6.152], [1.180, 4.657, 4.707], [1.684, 2.958, 4.616], [-1.166, 3.856, 5.243], [-0.605, 2.193, 5.025], [-1.178, 4.125, 2.929], [1.232, -0.015, 4.225], [2.097, -1.439, 3.598], [0.723, -1.645, 4.697], [0.668, -3.545, 3.659], [-0.385, -5.632, 2.867], [-1.938, -5.522, 0.904], [-2.253, -3.346, -0.219], [0.657, 0.104, -2.490], [0.110, 0.641, -3.732], [-0.548, 1.975, -3.409], [-1.391, 1.776, -2.230], [1.454, 0.665, -2.202], [1.011, -0.833, -2.630], [-0.646, -0.053, -4.108], [0.866, 0.774, -4.513], [-1.107, 2.338, -4.277], [0.224, 2.709, -3.169], [-2.231, 1.266, -2.481], [-1.717, 2.659, -1.855], [-3.613, 0.669, -1.122], [-3.805, 0.109, -0.030], [-2.906, -0.374, 0.706], [-5.231, -0.044, 0.458], [-5.473, -0.413, 1.773], [-6.781, -0.572, 2.202], [-7.856, -0.378, 1.354], [-7.586, -0.018, 0.047], [-6.290, 0.156, -0.412], [-8.707, 0.173, -0.879], [-8.450, 0.220, -2.067], [-9.819, 0.285, -0.401], [-7.040, -0.983, 3.588], [-8.201, -1.116, 3.927], [-6.081, -1.150, 4.314], [-4.646, -0.575, 2.448], [-8.870, -0.514, 1.696], [-6.104, 0.452, -1.434], [-3.105, -1.855, -2.526], [-1.832, -1.421, -2.057], [-3.669, -2.380, -1.750], [-2.998, -2.512, -3.393], [-3.664, -0.971, -2.813], [-1.246, -2.184, -1.939], [0.438, -3.349, -4.102], [0.861, -3.847, -2.720], [2.273, -4.420, -2.786], [-0.100, -4.923, -2.225], [0.757, -2.683, -1.846], [1.717, -2.335, -0.566], [1.830, -3.498, 0.330], [1.213, -0.997, -0.051], [3.072, -2.015, -1.385], [4.362, -1.720, -0.798], [5.297, -2.865, -1.179], [4.334, -1.559, 0.723], [4.824, -0.414, -1.441], [0.332, -4.192, -4.785], [1.188, -2.664, -4.503], [-0.515, -2.822, -4.047], [2.286, -5.274, -3.462], [2.589, -4.743, -1.794], [2.971, -3.668, -3.150], [0.010, -5.822, -2.833], [-1.141, -4.594, -2.300], [0.132, -5.165, -1.190], [4.932, -3.795, -0.740], [6.304, -2.670, -0.809], [5.333, -2.981, -2.264], [4.044, -2.492, 1.200], [3.617, -0.785, 1.009], [5.326, -1.272, 1.072], [4.879, -0.527, -2.525], [5.810, -0.138, -1.065], [4.116, 0.384, -1.207], [3.825, 3.301, 2.408], [2.861, 2.355, 1.716], [1.975, 3.146, 0.909], [1.253, 2.505, -0.406], [2.552, 2.124, -1.340], [3.394, 3.043, -2.047], [4.284, 3.874, -1.140], [0.927, 3.906, -1.156], [-0.040, 4.926, -0.879], [0.460, 5.905, 0.168], [4.391, 2.769, 3.174], [3.264, 4.106, 2.881], [4.519, 3.741, 1.692], [2.277, 1.786, 2.439], [3.405, 1.647, 1.081], [2.777, 3.698, -2.663], [4.005, 2.421, -2.702], [3.683, 4.514, -0.497], [4.937, 4.500, -1.750], [4.905, 3.228, -0.518], [-0.976, 4.486, -0.550], [-0.198, 5.437, -1.832], [0.678, 5.375, 1.095], [-0.307, 6.659, 0.350], [1.368, 6.405, -0.174]]}

(4)
{"formula": "C34H62BF17N2O3P", "method": "ωB97M-V/def2-TZVPD", "homo_energy_ev": -3.34, "max_force_ha_per_bohr": 0.065, "total_energy_ev": -101546.42385, "charge": -1, "elements": ["C", "C", "B", "O", "P", "C", "C", "C", "F", "F", "C", "F", "F", "C", "F", "F", "C", "F", "F", "C", "F", "F", "C", "F", "F", "C", "F", "F", "C", "F", "F", "F", "C", "C", "C", "O", "O", "C", "C", "C", "C", "C", "C", "C", "H", "H", "H", "H", "H", "H", "H", "H", "H", "H", "H", "H", "H", "H", "H", "H", "H", "H", "H", "H", "H", "H", "H", "H", "H", "H", "H", "H", "H", "H", "H", "H", "C", "C", "N", "C", "C", "C", "C", "H", "H", "H", "H", "H", "H", "H", "H", "H", "H", "H", "H", "H", "H", "H", "C", "C", "N", "C", "C", "C", "C", "H", "H", "H", "H", "H", "H", "H", "H", "H", "H", "H", "H", "H", "H", "H"], "coordinates": [[-4.830, 0.167, 3.144], [-3.465, -0.008, 2.438], [-3.510, 0.299, 0.866], [-3.710, -0.821, 0.027], [-3.254, 2.158, 0.257], [-4.665, 2.019, -1.058], [-6.062, 1.904, -0.447], [-7.006, 3.039, -0.774], [-7.814, 3.290, 0.301], [-6.346, 4.195, -1.010], [-7.890, 2.789, -2.057], [-7.236, 1.938, -2.869], [-8.086, 3.963, -2.707], [-9.298, 2.248, -1.747], [-10.006, 3.186, -1.092], [-9.171, 1.188, -0.904], [-10.126, 1.824, -3.009], [-9.409, 1.902, -4.137], [-11.177, 2.665, -3.146], [-10.740, 0.395, -2.941], [-9.793, -0.537, -2.722], [-11.241, 0.151, -4.178], [-11.935, 0.249, -1.949], [-13.065, 0.597, -2.608], [-11.824, 1.063, -0.889], [-12.151, -1.193, -1.450], [-11.212, -1.527, -0.544], [-12.050, -2.047, -2.495], [-13.545, -1.438, -0.806], [-14.474, -1.609, -1.759], [-13.484, -2.558, -0.071], [-13.913, -0.421, -0.017], [-2.950, 4.039, -0.099], [-3.681, 4.849, 0.907], [-3.077, 6.192, 1.243], [-3.097, 4.948, 2.131], [-2.088, 1.715, -1.009], [-0.762, 1.641, -0.626], [0.099, 1.110, -1.773], [-0.262, 1.733, -3.129], [1.585, 1.206, -1.413], [2.393, -0.074, -1.718], [3.586, 0.205, -2.668], [2.927, -0.702, -0.431], [-5.621, 0.514, 2.487], [-5.150, -0.793, 3.544], [-4.718, 0.838, 3.984], [-2.737, 0.685, 2.856], [-3.068, -1.011, 2.577], [-4.525, -1.244, 0.310], [-2.182, 2.247, 1.272], [-4.186, 2.537, 1.340], [-4.618, 2.788, -1.821], [-4.483, 1.095, -1.599], [-6.512, 0.965, -0.754], [-6.028, 1.862, 0.641], [-3.289, 4.390, -1.072], [-1.925, 4.336, 0.107], [-4.755, 4.827, 0.881], [-2.012, 6.337, 1.287], [-3.731, 6.827, 1.820], [-0.601, 0.961, 0.215], [-0.390, 2.646, -0.378], [-0.129, 0.048, -1.830], [-1.078, 2.439, -3.057], [0.606, 2.213, -3.574], [-0.529, 0.942, -3.822], [1.648, 1.373, -0.337], [2.048, 2.068, -1.882], [1.758, -0.807, -2.201], [3.556, 1.201, -3.089], [3.568, -0.496, -3.500], [4.520, 0.051, -2.136], [2.139, -1.148, 0.164], [3.455, 0.063, 0.130], [3.645, -1.469, -0.713], [7.387, 2.015, -0.605], [7.099, 2.102, 0.887], [6.567, 0.870, 1.430], [5.976, 1.022, 2.748], [6.890, 1.440, 3.906], [7.381, -0.313, 1.233], [8.828, -0.290, 1.744], [6.511, 1.659, -1.148], [7.647, 3.001, -0.990], [8.224, 1.349, -0.823], [6.353, 2.886, 1.040], [8.011, 2.435, 1.409], [5.473, 0.088, 3.012], [5.176, 1.763, 2.663], [7.558, 0.636, 4.212], [6.282, 1.698, 4.775], [7.492, 2.316, 3.658], [7.407, -0.528, 0.160], [6.862, -1.167, 1.671], [9.363, 0.605, 1.423], [9.368, -1.152, 1.346], [8.883, -0.353, 2.830], [6.571, -3.946, 0.551], [8.020, -4.409, 0.595], [8.278, -5.368, 1.652], [9.688, -5.566, 1.925], [10.564, -6.160, 0.814], [7.457, -6.565, 1.626], [7.460, -7.413, 0.348], [6.247, -3.587, 1.528], [6.468, -3.127, -0.161], [5.894, -4.741, 0.234], [8.648, -3.532, 0.778], [8.303, -4.792, -0.398], [9.785, -6.184, 2.822], [10.107, -4.593, 2.201], [10.364, -7.220, 0.659], [11.617, -6.071, 1.092], [10.431, -5.639, -0.134], [6.424, -6.270, 1.831], [7.739, -7.193, 2.474], [7.291, -6.811, -0.545], [6.655, -8.149, 0.399], [8.390, -7.965, 0.220]]}